Density functional theory data (ωB97M-V/def2-TZVPD) for a gas-phase ion, C5H9IN3 (charge +1).

Calculated values
Energy relative to the best compared isomer or geometry (same formula, charge and spin) = 145.7 kcal/mol
Kohn-Sham gap (spin up / spin down) = 5.780 / 5.782 eV
Total charge = +1
Electronic energy = -17888.93764 eV

Cartesian coordinates (Å):
C  -0.75540  -0.92283  0.15969
C  1.83268  0.02075  0.68439
C  -0.49114  0.20080  1.19120
C  -1.80995  -0.43186  -0.79975
C  0.65304  1.78010  -0.41833
N  -0.07011  -1.94162  0.06425
N  0.76625  0.70731  0.54092
N  1.01423  -2.46587  0.17554
I  3.59116  0.06724  -0.53049
H  -1.19765  1.02190  1.19435
H  -0.24948  -0.19697  2.11262
H  -2.76866  -0.71464  -0.42693
H  -1.52202  -0.81390  -1.82014
H  -1.79096  0.64648  -0.89636
H  0.31266  2.76400  0.18602
H  1.56819  2.08734  -0.95130
H  -0.10742  1.55384  -1.18721
H  1.02458  -3.36206  0.72152